C22H25ClN3O2ReSbSe4Si | ωB97M-V/def2-TZVPD

```
60
Properties=species:S:1:pos:R:3:forces:R:3
Re -0.12564 0.27512 -0.72632 0.0 0.0 0.0
Cl -3.10612 6.91352 0.45707 0.0 0.0 0.0
C -2.30617 5.38870 0.40494 0.0 0.0 0.0
C -1.18130 5.17159 1.20397 0.0 0.0 0.0
C -0.52135 3.95903 1.18205 0.0 0.0 0.0
C -0.98100 2.95139 0.34388 0.0 0.0 0.0
O -0.33174 1.77098 0.32731 0.0 0.1 0.1
C -2.11125 3.15578 -0.45818 0.0 0.0 0.0
C -2.63040 2.10826 -1.29561 0.0 0.0 0.0
O -2.11349 0.99811 -1.45144 0.0 0.0 0.0
C -2.77448 4.38974 -0.41540 0.0 0.0 0.0
H -0.82844 5.96799 1.84502 0.0 0.0 0.0
H 0.35001 3.78449 1.79678 0.0 0.0 0.0
H -3.56436 2.31422 -1.83061 0.0 0.0 0.0
H -3.65149 4.55219 -1.02887 0.0 0.0 0.0
N -2.53896 -4.69953 4.32519 0.0 0.0 0.0
C -2.13295 -3.96952 3.53694 0.0 0.0 0.0
C -1.63321 -3.05372 2.54809 0.0 0.0 0.0
C -0.96151 -3.53072 1.42647 0.0 0.0 0.0
C -0.49495 -2.64269 0.47145 0.0 0.0 0.0
C -0.67258 -1.26654 0.60128 0.0 0.0 0.0
C -1.34968 -0.80390 1.74227 0.0 0.0 0.0
C -1.82464 -1.68405 2.70214 0.0 0.0 0.0
H -0.80797 -4.59527 1.30766 0.0 0.0 0.0
H 0.02132 -3.04441 -0.39446 0.0 0.0 0.0
H -1.51643 0.25402 1.90612 0.0 0.0 0.0
H -2.34235 -1.30935 3.57530 0.0 0.0 0.0
C -3.18624 -1.66721 -1.37635 0.0 0.0 0.0
C -1.93957 -1.87828 -2.15537 0.0 0.0 0.0
N -0.78508 -1.21065 -2.11413 0.0 0.0 0.0
C 0.06086 -1.79276 -3.05472 0.0 0.0 0.0
C -0.59378 -2.80517 -3.66088 0.0 0.0 0.0
N -1.84447 -2.83651 -3.08734 0.0 0.0 0.0
H -2.96732 -1.25632 -0.39604 0.0 0.0 0.0
H -3.69910 -2.61946 -1.24381 0.0 0.0 0.0
H -3.85111 -0.98219 -1.90264 0.0 0.0 0.0
H 1.06383 -1.43905 -3.21681 0.0 0.0 0.0
H -0.28895 -3.48940 -4.43140 0.0 0.0 0.0
H -2.58987 -3.47047 -3.32455 0.0 0.0 0.0
C 2.18522 -1.43637 2.50426 0.0 0.0 0.0
Si 2.59059 -0.14055 1.22808 0.0 0.0 0.0
C 2.23524 1.55605 1.92201 0.0 0.0 0.0
C 4.38796 -0.24650 0.73398 0.0 0.0 0.0
C 1.67262 -0.61286 -0.44217 0.0 0.0 -0.1
H 2.77799 -1.25342 3.40401 0.0 0.0 0.0
H 2.43018 -2.43818 2.14558 0.0 0.0 0.0
H 1.13330 -1.42678 2.79182 0.0 0.0 0.0
H 2.98986 1.76264 2.68581 0.0 0.0 0.0
H 1.25761 1.60480 2.40241 0.0 0.0 0.0
H 2.30560 2.33838 1.16413 0.0 0.0 0.0
H 5.01691 -0.22525 1.62751 0.0 0.0 0.0
H 4.68441 0.59628 0.10568 0.0 0.0 0.0
H 4.60715 -1.17291 0.19884 0.0 0.0 0.0
H 1.65553 -1.68438 -0.22381 0.0 0.0 0.0
H 2.42050 -0.42862 -1.21598 0.0 0.0 0.0
Se 3.60514 -0.96107 -4.30091 0.0 0.0 0.0
Sb 4.51735 0.89145 -3.22290 0.0 0.0 0.0
Se 0.83813 1.30160 -2.73807 0.0 0.0 0.0
Se 6.64042 1.75043 -2.88147 0.0 0.0 0.0
Se 2.80025 2.31734 -2.02785 0.0 0.0 0.0
```
Positions in Å, forces in eV/Å.

lowest unoccupied orbital energy = -4.55 eV
charge = +1

The molecule's natural (NBO) atomic charges, reported in e, are given here: Re 1.234; Cl 0.061; C -0.049; C -0.143; C -0.237; C 0.335; O -0.587; C -0.184; C 0.451; O -0.581; C -0.168; H 0.251; H 0.253; H 0.172; H 0.244; N -0.269; C 0.258; C -0.178; C -0.141; C -0.277; C -0.228; C -0.234; C -0.157; H 0.236; H 0.219; H 0.210; H 0.237; C -0.666; C 0.456; N -0.508; C -0.080; C -0.069; N -0.487; H 0.256; H 0.243; H 0.248; H 0.265; H 0.248; H 0.439; C -1.135; Si 1.721; C -1.144; C -1.128; C -1.080; H 0.255; H 0.246; H 0.245; H 0.258; H 0.235; H 0.239; H 0.257; H 0.240; H 0.246; H 0.259; H 0.228; Se -0.472; Sb 1.025; Se 0.015; Se -0.380; Se -0.202



C4H6O2 | ωB97M-V/def2-TZVPD

```
12
Properties=species:S:1:pos:R:3:forces:R:3
C -0.90465 -0.86290 -0.79526 -0.2 -0.2 -0.2
C -0.79192 0.43705 -0.11294 -0.2 0.0 -0.1
O -0.47636 0.27130 1.25658 0.0 0.4 0.2
C 0.90870 0.46652 1.20413 0.3 -0.1 0.5
O 1.36143 -0.45184 0.24432 -0.1 0.1 -0.2
C 0.44931 -0.20727 -0.80559 -0.1 -0.5 -0.2
H -1.34812 -0.72552 -1.77658 -0.2 -0.5 0.0
H -1.16999 -1.72759 -0.20299 0.1 -0.1 -0.1
H -1.47239 1.28385 -0.25142 0.7 -0.1 -0.6
H 1.04957 1.48323 0.81609 0.5 0.1 0.4
H 1.39082 0.26317 2.15569 -0.1 0.1 0.1
H 0.99340 -0.19392 -1.75763 -0.6 1.0 0.2
```
Positions in Å, forces in eV/Å.

energy relative to the best compared isomer or geometry (same formula, charge and spin) = 65.0 kcal/mol
lowest unoccupied orbital energy = 1.13 eV
SMILES = C1O[C@H]2C[C@H]2O1

The molecule's natural (NBO) atomic charges, reported in e, are given here: C -0.460; C 0.037; O -0.520; C 0.219; O -0.516; C 0.042; H 0.215; H 0.234; H 0.211; H 0.137; H 0.182; H 0.219



C5H13N3 | ωB97M-V/def2-TZVPD

```
21
Properties=species:S:1:pos:R:3:forces:R:3
C -1.72439 1.06195 -1.03637 -1.0 -0.3 -0.4
C 0.00690 2.36891 -0.08851 2.3 3.3 0.0
C 0.38338 1.19398 0.75385 -1.7 -0.2 1.9
C -0.58083 -2.35287 0.14960 -0.6 2.7 1.4
C 0.04670 -1.20262 0.93926 -1.3 -1.3 2.7
N -1.06441 1.95697 -0.79343 -1.8 -1.5 -3.0
N 0.12192 -0.05938 0.09709 1.9 1.4 -1.4
N 1.24324 -0.37692 -0.85524 0.2 0.9 -2.8
H -2.43888 0.29388 -1.28231 -0.2 0.1 -0.2
H -0.51079 3.25018 0.30919 1.2 0.2 1.7
H 0.87700 2.81750 -0.63608 -1.1 -0.5 -0.3
H 1.33729 1.25203 1.20815 1.2 0.3 0.3
H -0.37040 1.22949 1.55219 0.4 -0.3 0.2
H -1.65966 -2.21309 0.23817 0.1 -0.9 0.0
H -0.33290 -2.10685 -0.83956 -0.1 -0.9 -1.9
H -0.12215 -3.21291 0.50637 0.0 -2.1 0.2
H 0.99425 -1.50589 1.41032 0.1 0.4 -0.2
H -0.63477 -0.94863 1.81705 0.9 -0.1 -1.1
H 1.38637 0.22744 -1.82175 -0.9 -1.3 3.0
H 0.82349 -1.29032 -1.20522 1.8 0.6 0.3
H 2.21865 -0.38285 -0.42276 -1.4 -0.6 -0.3
```
Positions in Å, forces in eV/Å.

energy relative to the best compared isomer or geometry (same formula, charge and spin) = 101.6 kcal/mol
lowest unoccupied orbital energy = -8.40 eV
charge = +2
SMILES = C#[N+]CCN([NH3+])CC

The molecule's natural (NBO) atomic charges, reported in e, are given here: C 0.473; C -0.304; C -0.271; C -0.562; C -0.278; N -0.178; N -0.239; N -0.617; H 0.316; H 0.314; H 0.290; H 0.250; H 0.263; H 0.245; H 0.144; H 0.265; H 0.221; H 0.268; H 0.475; H 0.466; H 0.460



no.,HOMO (eV)
1,-11.157
2,-9.649
3,-19.457